Entry 1:
The following is a DFT calculation (wB97M-V/def2-TZVPD) of a structure of composition C21H37N5O8 at a distorted geometry.

Geometry as XYZ:
```
71
Properties=species:S:1:pos:R:3:mulliken_charge:R:1
C -20.17305 -15.60573 76.15701 -1.810
C -19.40060 -15.70286 77.44255 1.175
C -18.92775 -17.24183 77.63856 -1.225
C -17.87128 -17.52734 78.71311 -0.648
C -16.68964 -16.68361 78.49974 -1.026
C -17.00942 -15.13703 78.31644 1.748
N -18.12456 -14.88990 77.35630 0.750
O -18.08235 -13.81646 76.75807 -0.136
C -15.69903 -14.58747 77.80356 -2.761
C -17.35314 -14.45174 79.68183 -2.207
C -20.35505 -15.20820 78.57805 -1.283
H -21.19270 -16.11211 76.03853 0.338
H -19.51337 -15.81575 75.28732 0.458
H -20.09296 -14.56225 75.85440 0.509
H -18.73781 -17.65582 76.70436 0.485
H -19.76523 -17.74899 78.04769 0.454
H -17.64457 -18.58278 78.76037 0.475
H -18.20152 -17.42661 79.86647 0.302
H -16.27997 -17.12142 77.62698 0.393
H -15.96083 -16.87302 79.41757 0.351
H -15.48602 -13.64117 78.07614 0.593
H -15.52732 -14.70672 76.70448 0.344
H -14.98095 -15.18772 77.99843 1.039
H -18.08814 -13.60502 79.58410 0.376
H -16.49796 -14.21252 80.12051 0.679
H -17.83181 -15.04297 80.29626 0.545
H -20.99027 -16.10074 78.72000 0.422
H -21.02315 -14.23486 78.24108 0.228
H -19.85679 -15.01557 79.56432 0.357
N -17.16590 -14.18437 73.66012 0.822
O -18.12950 -14.21805 72.85069 -0.530
O -16.35143 -13.28757 73.45698 -0.538
O -16.68416 -15.21519 74.14357 -0.654
C -17.01795 -9.53328 69.58186 -0.198
C -18.40961 -8.99335 69.97947 -0.630
C -19.26643 -9.93598 70.83214 -0.620
C -19.10647 -11.49127 70.80614 0.276
C -17.74379 -12.02098 70.27883 -0.466
C -16.80696 -10.86317 69.73953 -0.427
N -20.17958 -12.37049 71.09070 1.111
O -20.22854 -13.46011 70.57481 -0.542
O -21.25446 -11.77984 71.56727 -0.598
H -16.20042 -8.96479 69.03670 0.330
H -18.54151 -7.88911 70.02333 0.333
H -20.08057 -9.73167 71.45196 0.633
H -17.52328 -13.04252 70.26621 0.496
H -15.84378 -11.36899 69.52399 0.292
C -19.34719 -11.55468 74.70992 0.974
O -20.34808 -12.14500 75.22845 -0.753
N -19.20009 -10.24184 74.62284 0.317
C -18.01680 -9.62409 74.07717 -0.950
C -20.04033 -9.35656 75.42949 -1.090
H -18.46018 -12.27103 73.93159 -0.369
H -18.26865 -9.17117 73.03806 0.187
H -17.38989 -10.40197 73.79004 0.318
H -17.56301 -8.91765 74.76983 0.355
H -19.48618 -8.73824 76.02069 0.401
H -20.83685 -9.72181 76.01507 0.374
H -20.75791 -8.53644 74.78247 0.225
C -13.50203 -16.18543 75.69829 -0.061
O -13.19103 -16.83138 76.73910 -0.732
N -12.72880 -15.23905 75.32330 0.087
C -13.21985 -14.34063 74.12680 -0.762
C -11.31651 -14.78142 75.83051 -1.145
H -14.39473 -16.27071 75.13939 0.555
H -14.00198 -13.76190 74.55804 0.345
H -13.78440 -15.07471 73.31808 0.214
H -12.26283 -13.78932 73.68903 0.288
H -10.63389 -14.84004 75.12419 0.454
H -11.03863 -15.08212 76.81089 0.345
H -11.42152 -13.71256 76.07846 0.410
```

Output
Net charge: 0
ΔE to the lowest compared entry with this formula, charge and spin: 5.9 kcal/mol
E_HOMO: -7.93 eV

Entry 2:
The following is a DFT calculation (wB97M-V/def2-TZVPD) of a cluster of 4 separate species, C21H37NO10 in total at a distorted geometry.

Geometry as XYZ:
```
69
Properties=species:S:1:pos:R:3:mulliken_charge:R:1
C -1.03117 -4.28217 7.18807 -1.304
C -0.15183 -3.05488 7.24579 0.414
C -0.16924 -2.22057 5.95490 -0.248
O -1.05942 -1.14003 6.24251 -0.298
C -1.33919 -1.12139 7.56079 0.618
O -2.00881 -0.30037 8.09735 -0.539
O -0.75983 -2.16289 8.20416 -0.372
H -2.07375 -3.98083 7.10947 0.317
H -0.90436 -4.89565 8.07878 0.368
H -0.77224 -4.89268 6.31957 0.363
H 0.88704 -3.27474 7.48220 0.296
H -0.46936 -2.82758 5.10477 0.164
H 0.80353 -1.76133 5.77519 0.251
C -4.79064 3.39499 -4.49994 -1.454
C -3.91762 2.26405 -4.06353 0.440
C -2.88052 2.56462 -2.99251 -0.421
O -2.85465 1.37891 -2.19964 -0.108
C -3.97658 0.65691 -2.44089 0.535
O -4.25164 -0.35301 -1.87758 -0.537
O -4.73629 1.25569 -3.37446 -0.376
H -5.57117 3.00073 -5.16314 0.368
H -4.24572 4.08261 -5.14702 0.389
H -5.33879 3.87218 -3.69190 0.348
H -3.50528 1.69973 -4.90004 0.279
H -3.10455 3.41583 -2.34945 0.287
H -1.90920 2.75066 -3.45449 0.238
C -1.24462 0.74311 0.66544 -0.838
C -2.13397 -0.49654 0.62822 0.612
C -1.75083 -1.62599 -0.31497 0.005
O -1.22384 -2.64500 0.58948 -0.438
C -1.49197 -2.30970 1.86389 0.501
O -1.22361 -2.99808 2.79617 -0.570
O -2.11722 -1.12348 1.93366 -0.398
H -1.78150 1.57842 0.22169 0.168
H -0.28961 0.57644 0.16832 -0.092
H -1.06906 0.99209 1.71097 0.581
H -3.16161 -0.18568 0.45913 0.277
H -1.05564 -1.40005 -1.11755 -0.087
H -2.60973 -2.14859 -0.73390 0.241
C 3.39445 -1.39340 -0.10076 -2.069
C 3.14695 -0.56962 -1.39211 1.577
C 1.86846 -1.09978 -2.03620 -0.980
C 1.27011 -0.14826 -3.05547 -0.859
C 1.12163 1.24798 -2.48964 -0.602
C 2.38542 1.82355 -1.81016 1.692
N 3.01720 0.82497 -0.97173 0.442
O 4.27132 1.29136 -0.52138 -0.565
C 3.30575 2.37144 -2.90324 -1.938
C 1.92158 2.97011 -0.91743 -1.838
C 4.33737 -0.85269 -2.33526 -1.830
H 4.41534 -1.19180 0.22172 0.497
H 3.29468 -2.45349 -0.33381 0.411
H 2.67207 -1.10509 0.66058 0.404
H 2.14008 -2.02590 -2.55020 0.445
H 1.16443 -1.42091 -1.26129 0.149
H 0.29933 -0.46424 -3.44054 0.365
H 1.96434 -0.09452 -3.90068 0.449
H 0.26843 1.29519 -1.80226 -0.114
H 0.88593 1.97376 -3.27359 0.506
H 2.95521 3.32832 -3.29492 0.481
H 4.27767 2.57877 -2.44779 0.417
H 3.44390 1.69492 -3.74659 0.310
H 1.24226 2.55911 -0.16902 0.328
H 2.78308 3.41474 -0.41508 0.444
H 1.39774 3.74380 -1.47763 0.349
H 5.21098 -0.24541 -2.10214 0.405
H 4.08618 -0.62909 -3.37601 0.314
H 4.59023 -1.90858 -2.25486 0.477
H 4.15232 1.45902 0.41799 0.349
```

Output
Net charge: 0
SMILES: CC1(C)CCCC(C)(C)N1O.C[C@H]1COC(=O)O1.C[C@H]1COC(=O)O1.C[C@H]1COC(=O)O1
E_HOMO: -8.69 eV

Entry 3:
The following is a DFT calculation (wB97M-V/def2-TZVPD) of a cluster of 17 separate species, C21H38Cl26N4 in total at a distorted geometry.

Geometry as XYZ:
```
89
Properties=species:S:1:pos:R:3:mulliken_charge:R:1
C -1.12978 -4.15521 1.69458 -0.025
C -2.14033 -5.01028 1.11555 0.222
N -2.94965 -5.72544 0.69382 -0.498
H -1.02378 -3.23917 1.13066 -0.292
H -0.17942 -4.64713 1.70048 0.231
H -1.44097 -3.85730 2.66925 0.349
C -2.76481 2.46444 5.31868 -0.731
C -1.37343 2.58493 4.88438 0.311
N -0.29271 2.63570 4.51344 -0.324
H -3.03190 3.35722 5.89996 0.303
H -2.80021 1.49907 5.87608 0.293
H -3.37569 2.42686 4.40809 0.147
C 6.24570 -1.17197 3.93030 -0.546
C 6.17522 -1.96727 2.72091 0.348
N 6.12001 -2.60445 1.72831 -0.435
H 5.42265 -0.43450 3.88781 0.074
H 7.21576 -0.69007 4.06587 0.322
H 6.09312 -1.83541 4.80961 0.268
C 0.36928 -0.00066 -0.84860 0.863
C 0.20342 1.12199 0.00276 0.115
N 0.16963 1.98436 0.73407 -0.123
H 1.41933 -0.26962 -0.88987 -0.024
H 0.05093 0.21223 -1.88523 -0.292
H -0.23668 -0.85831 -0.56113 -0.495
C -0.91903 -2.28840 -4.91244 -0.429
Cl -1.09944 -2.24163 -3.15012 0.179
Cl 0.14431 -3.53265 -5.54986 -0.175
H -1.88324 -2.47671 -5.35878 0.272
H -0.47725 -1.35935 -5.21107 0.206
C -4.03557 -1.03204 -0.74321 -0.119
Cl -2.84814 -0.35490 0.40325 -0.048
Cl -4.19083 -2.78174 -0.53442 -0.146
H -5.01255 -0.54208 -0.60112 0.439
H -3.67284 -0.87154 -1.74900 -0.153
C 3.26774 -0.42119 -5.41883 -0.436
Cl 4.96651 -0.41704 -4.93586 -0.146
Cl 2.11600 0.27434 -4.24419 0.004
H 3.19862 0.21838 -6.32567 0.314
H 2.96292 -1.42308 -5.66077 0.263
C -4.33346 4.89527 1.72996 0.039
Cl -5.31612 5.33460 3.10283 -0.171
Cl -3.80951 3.21496 1.74841 -0.052
H -4.85287 5.10203 0.81559 0.337
H -3.40041 5.44453 1.73946 -0.127
C 4.56455 0.23582 -1.06991 -0.176
Cl 5.00683 1.79969 -1.71450 -0.117
Cl 3.93166 0.24678 0.63574 -0.087
H 3.78792 -0.21108 -1.65198 -0.004
H 5.40988 -0.41804 -1.04422 0.375
C 2.10110 -4.59532 -0.26479 -0.619
Cl 3.55707 -4.43573 0.61779 -0.105
Cl 1.28526 -3.00935 -0.56198 0.138
H 2.25822 -4.96447 -1.28988 0.340
H 1.38574 -5.25645 0.25011 0.263
C -2.20160 -5.62253 -2.51330 0.259
Cl -0.43780 -6.01938 -2.41339 -0.165
Cl -2.81018 -6.18436 -4.11755 -0.201
H -2.73887 -6.15512 -1.73186 0.362
H -2.36229 -4.54703 -2.36718 -0.290
C -0.29695 5.42649 2.68702 0.511
Cl -0.94750 6.09237 1.16709 -0.220
Cl -1.24469 6.02469 4.04259 -0.150
H -0.27459 4.35227 2.65018 -0.374
H 0.74874 5.77053 2.69626 0.209
C -1.81473 2.97917 -2.69227 -0.145
Cl -3.06497 2.29554 -1.66618 -0.106
Cl -1.12973 1.83792 -3.88431 -0.110
H -2.31807 3.71282 -3.31326 0.440
H -1.04969 3.45034 -2.06713 -0.114
C 0.89213 -0.77827 2.87192 0.810
Cl 1.86575 -2.13121 3.44332 -0.143
Cl -0.84165 -0.87307 3.22752 -0.163
H 1.16630 0.19014 3.28579 0.002
H 0.97595 -0.90104 1.79051 -0.525
C 1.88102 4.16683 -0.50142 0.539
Cl 2.69253 5.71662 -0.41486 -0.169
Cl 1.68277 3.60515 -2.14969 -0.110
H 2.43811 3.47631 0.10444 -0.136
H 0.95653 4.23515 0.06090 -0.137
C 2.79388 2.75138 3.19937 0.802
Cl 3.09778 4.47712 2.78794 -0.183
Cl 3.35281 2.31773 4.86544 -0.192
H 1.73947 2.58623 3.09212 -0.339
H 3.38664 2.17299 2.50669 -0.101
C -5.54064 -2.09572 -4.19542 -0.415
Cl -4.45792 -0.64872 -4.31729 -0.127
Cl -4.72418 -3.61312 -4.48551 -0.047
H -6.06931 -2.05200 -3.24496 0.251
H -6.18380 -1.96985 -5.05388 0.359
```

Output
Net charge: 0
E_HOMO: -10.64 eV